20
Properties=species:S:1:pos:R:3:forces:R:3:mulliken_charge:R:1 method="wB97M-V/def2-TZVPD" s2=2.032 orbital_gap_ev="6.18 / 5.70" spin_multiplicity=3 lumo_energy_ev="0.55 / -3.02"
C -3.246169 -0.671455 -0.869727 -4.9 -3.8 3.6 -0.30
C -2.100362 0.073851 -1.039473 4.6 2.5 1.3 -0.18
C -2.502677 -0.487164 1.162118 1.3 0.6 -0.4 -0.10
C 3.068088 -0.581104 -0.603893 -1.4 1.9 -1.3 -0.86
C 2.287367 -0.056080 0.599360 2.2 1.2 0.5 -0.24
C -0.396957 0.790535 0.727284 -0.1 -1.5 -3.2 0.05
N -3.487579 -1.004248 0.459537 -0.8 0.0 -3.2 -0.58
N -1.592049 0.172993 0.299583 2.7 1.7 -0.8 0.16
O 0.058679 1.835536 0.012122 0.4 0.4 -2.4 -0.49
O 1.010049 -0.532111 0.507855 -2.2 0.9 0.9 -0.54
H -3.948486 -1.066741 -1.597537 0.3 0.3 0.0 0.41
H -1.491194 0.327558 -1.912630 -0.4 -0.3 0.5 0.32
H -2.197398 -0.522882 2.195473 -0.7 -0.4 0.1 0.38
H 2.935384 -1.668796 -0.564162 0.7 0.2 -0.5 0.25
H 2.372635 -0.104517 -1.452375 2.0 -1.4 1.0 0.15
H 4.119442 -0.133459 -0.634651 -1.3 -1.1 -0.1 0.30
H 2.357469 1.067840 0.495054 -0.3 -0.7 0.5 0.24
H 2.953408 -0.332773 1.508597 -1.6 0.2 -0.6 0.29
H -0.382226 1.174176 1.688944 -0.1 -0.5 2.3 0.44
H 0.182572 1.718847 -0.981485 -0.3 -0.4 2.0 0.31



21
Properties=species:S:1:pos:R:3:forces:R:3:mulliken_charge:R:1 method="wB97M-V/def2-TZVPD" orbital_gap_ev=8.40 smiles="CS[C@@H](O)n1[nH]c(=O)cc1C" lumo_energy_ev=0.31
C -0.162187 -2.664531 -0.703142 2.6 0.5 1.9 -1.03
S 0.523022 -1.735721 0.792312 -0.4 0.6 -0.9 0.07
C 1.494796 -0.423483 -0.018693 -1.3 2.1 2.6 -0.24
O 2.069534 -0.765746 -1.174364 -1.0 -0.8 -1.0 -0.49
N 0.479446 1.062134 -0.250887 1.8 -1.8 -0.6 -0.17
N -0.296627 0.939689 -1.411601 -0.2 -0.4 0.2 -0.03
C -1.607698 1.306026 -1.192891 -1.0 -0.2 0.7 0.29
O -2.487678 1.431797 -2.024234 0.3 -0.1 -0.3 -0.69
C -1.675931 1.479443 0.267086 -0.2 0.2 2.0 -0.64
C -0.441210 1.349638 0.762881 2.5 -0.7 -0.1 0.70
C 0.198714 1.415664 2.151690 0.5 -2.0 -0.8 -0.92
H -0.368314 -2.052890 -1.551272 -0.6 0.4 -0.4 0.36
H -0.959478 -3.168951 -0.235556 -1.2 -0.6 -0.1 0.35
H 0.686983 -3.327630 -0.839421 -0.4 -0.5 -0.7 0.35
H 2.215152 -0.054275 0.791499 -0.8 -0.4 -1.7 0.35
H 1.440747 -1.427296 -1.576005 1.2 0.9 0.1 0.39
H 0.100215 0.835010 -2.335705 0.2 0.4 0.4 0.23
H -2.428655 1.624708 1.067730 -0.3 0.2 -1.6 0.33
H -0.505025 1.029998 2.895007 0.2 0.2 0.0 0.30
H 0.563105 2.381611 2.415402 -0.1 0.9 0.1 0.30
H 1.161089 0.764804 2.170162 -1.9 0.9 0.1 0.16



22
Properties=species:S:1:pos:R:3:forces:R:3:mulliken_charge:R:1 method="wB97M-V/def2-TZVPD" orbital_gap_ev="8.32 / 6.43" lumo_energy_ev="-1.65 / -2.00"
C 0.837503 -1.110870 1.826813 0.4 -1.2 -3.3 -0.37
C 0.512649 -2.194688 0.863353 -0.2 3.8 -0.8 -0.77
C 1.202009 0.096779 1.394848 -0.3 1.7 0.1 -0.71
C 0.056271 -1.793894 -0.382955 2.7 2.2 3.1 -0.62
C 1.246276 0.422831 -0.148181 1.4 0.7 2.5 0.28
C 0.348229 -0.515597 -0.770361 -2.2 0.8 -1.1 -0.16
N -1.578942 0.886106 0.344352 0.7 -0.3 0.7 -0.64
N -0.840573 1.463770 -2.480505 -1.5 -2.9 1.9 -0.65
O 0.868829 -0.181246 -3.220577 0.7 0.3 -0.6 -0.71
O -1.312460 -1.068780 -2.614795 -1.2 0.1 0.1 -0.70
O 0.846683 1.764237 -0.345943 1.8 -0.2 -0.3 -0.62
S -0.280700 -0.119174 -2.372329 0.8 0.3 -1.5 1.41
H 0.729970 -1.362985 2.803401 -0.1 -0.4 2.9 0.51
H 0.520157 -3.187344 1.037773 -0.1 -3.0 1.3 0.56
H 1.241084 0.971629 2.137453 0.4 -1.3 -1.4 0.28
H -0.381347 -2.326557 -1.095256 -2.0 -2.9 -2.4 0.74
H 2.291395 0.286128 -0.572972 -1.0 0.2 0.5 0.48
H -2.431920 0.568766 -0.069249 -0.9 -0.5 -0.5 0.25
H -1.455749 0.287975 1.173840 0.0 0.3 -0.2 0.21
H -1.219536 1.565572 -1.489579 0.5 1.1 -2.0 0.49
H -0.060678 1.996906 -2.797918 0.5 0.8 0.5 0.34
H -0.094805 1.721048 -0.181811 -0.7 0.4 0.6 0.38



23
Properties=species:S:1:pos:R:3:forces:R:3:mulliken_charge:R:1 method="wB97M-V/def2-TZVPD" orbital_gap_ev=9.46 lumo_energy_ev=0.29
C 2.007542 0.616640 -0.190710 0.1 -0.3 -1.2 0.50
C -0.120426 2.014756 0.108081 3.4 -1.1 0.7 0.49
C 1.612254 -0.557807 0.551631 -5.4 -2.0 1.1 0.46
C -0.378063 -0.585402 0.216515 2.9 1.8 0.4 0.09
C -0.785887 -1.469706 -0.952784 0.6 0.4 1.8 -1.17
C -2.174608 0.937868 -0.311358 -1.7 -0.7 0.8 -1.24
N 1.308396 1.729258 0.111878 0.6 2.1 0.0 -0.13
N -0.828878 0.898961 0.043204 0.5 -3.2 0.1 0.13
O 2.813241 0.451857 -1.100870 0.1 0.8 0.5 -0.66
O -0.380292 3.183154 0.164948 -1.5 0.3 -0.3 -0.62
O 1.613381 -0.502491 1.902933 0.5 -0.6 0.9 -0.58
O 2.018773 -1.716694 -0.003295 -0.4 -0.7 1.4 -0.64
O -0.810797 -1.049522 1.438991 0.9 1.2 0.5 -0.56
H -1.782264 -1.211603 -1.248294 -0.7 -0.8 -0.1 0.36
H -0.484000 -2.517195 -0.813305 -0.7 0.3 0.3 0.39
H -0.182851 -1.142211 -1.716023 1.5 0.7 -2.3 0.48
H -2.304211 0.976132 -1.360989 -0.3 0.5 -1.2 0.39
H -2.629804 -0.017609 -0.002268 -0.2 0.7 0.2 0.38
H -2.635926 1.742458 0.206807 -0.8 0.7 0.1 0.41
H 1.785879 2.605956 -0.099064 -0.1 -0.4 -0.1 0.33
H 1.215725 -1.317964 2.329578 0.4 1.3 -1.2 0.42
H 2.612196 -1.380843 -0.644433 1.6 0.0 -1.9 0.38
H -1.489378 -1.687982 1.368824 -1.2 -1.1 -0.4 0.40



19
Properties=species:S:1:pos:R:3:forces:R:3:mulliken_charge:R:1 method="wB97M-V/def2-TZVPD" orbital_gap_ev=11.10 smiles=C[Si](C)(C)C(C#N)C#N lumo_energy_ev=0.47
C -0.678546 0.637935 -1.784103 2.4 1.3 -0.2 -1.03
Si 0.331905 -0.000129 -0.364484 1.8 0.9 2.1 0.33
C 1.145731 1.319207 0.822842 1.5 0.4 -2.7 -1.07
C 1.688736 -1.301648 -0.759765 -0.9 -0.1 -0.8 -0.92
C -0.934284 -0.666888 1.047924 0.5 3.6 1.1 0.30
C -1.913663 -1.316488 0.285477 -0.6 -0.6 1.4 -0.01
N -2.791600 -1.828164 -0.222830 -1.1 -0.8 -1.3 -0.44
C -1.560472 0.480411 1.974284 2.3 -4.6 -4.5 0.01
N -2.059098 1.243676 2.625646 -1.5 2.6 2.2 -0.40
H -0.944923 -0.139625 -2.465426 -0.1 -0.3 -0.7 0.33
H -1.536465 1.018861 -1.334639 -1.8 0.7 0.6 0.41
H -0.157994 1.551278 -2.255218 -0.7 -1.6 0.4 0.32
H 0.443242 1.593887 1.561094 -0.7 0.9 0.6 0.36
H 2.007421 0.913441 1.370316 -0.1 -0.2 -0.3 0.29
H 1.555262 2.223500 0.223281 -0.8 -1.3 1.2 0.28
H 1.057225 -2.255162 -1.121575 2.1 1.7 0.8 0.27
H 2.408465 -0.874973 -1.556637 -1.4 -0.9 0.9 0.32
H 2.333674 -1.388190 0.161065 -0.9 -0.6 -0.9 0.28
H -0.394617 -1.210929 1.792748 0.3 -1.1 0.0 0.36



19
Properties=species:S:1:pos:R:3:forces:R:3:mulliken_charge:R:1 method="wB97M-V/def2-TZVPD" s2=2.025 orbital_gap_ev="6.74 / 7.60" total_charge=+1 spin_multiplicity=3 lumo_energy_ev="-3.61 / -6.53"
C -0.239501 0.746022 -1.697006 1.6 -3.0 4.0 -0.63
C 1.125153 1.091416 -1.495316 1.1 -0.1 -0.2 -0.61
C -0.838889 -0.168827 -0.810312 6.5 4.8 -0.2 0.72
C -0.053405 -0.141558 0.498480 0.0 -2.1 3.1 0.33
C 1.404130 0.298593 0.804574 -4.2 -0.7 0.5 0.18
C -2.129213 -0.641604 -0.948247 -2.2 -2.0 3.6 -1.28
N 1.931291 0.760188 -0.347345 0.8 -0.3 1.4 -0.10
N -0.739354 -0.837072 1.664402 0.3 1.7 -2.0 -0.74
N 1.706837 0.233451 2.172027 -1.7 -0.2 -4.6 -0.32
H -0.670760 1.023097 -2.564950 -1.4 0.9 -2.8 0.52
H 1.847342 1.313740 -2.282178 -0.9 0.4 -0.1 0.35
H -2.712268 0.189598 -1.152755 -1.9 1.2 -0.8 0.41
H -2.115385 -1.379558 -1.670453 -0.8 -1.6 -1.7 0.36
H -2.463195 -1.086546 0.054947 0.0 0.4 -1.8 0.31
H 2.928459 0.802530 -0.509373 -0.1 0.3 0.4 0.28
H -0.933491 -1.828583 1.351967 -0.1 1.5 0.6 0.31
H -1.630401 -0.258357 1.752662 1.2 -1.6 0.3 0.33
H 0.971196 -0.295646 2.652402 0.0 0.1 -0.1 0.32
H 2.611459 0.179121 2.526467 1.9 0.2 0.5 0.27



What are the electronic energy values for these records? In order: -494.3572 -892.7167 -967.8521 -720.2988 -633.5859 -398.4871 a.u..
What are the max |F| values for these records? In order: 7.16 3.59 4.66 5.83 6.81 8.04 eV/A.